Molecular formula: C5H6O3
Method: DFT, the ωB97M-V functional and the def2-TZVPD basis

XYZ file:
```
14
C5H6O3 | OMol25 | the ωB97M-V functional and the def2-TZVPD basis
C -0.22125 -0.43594 -0.29300
C 0.51759 1.01836 -0.10394
C 1.15784 -0.18159 -0.76363
C -0.86892 1.09469 -0.74561
C -0.06587 -0.36054 1.50691
O -1.08841 -1.49767 -0.39092
O -1.85698 1.50431 -0.06641
O 0.65397 -1.15182 2.03197
H -0.70356 -2.27885 0.04109
H 0.86555 1.59624 0.74730
H -0.80737 1.23351 -1.84364
H 1.97791 -0.65078 -0.22625
H 1.31825 -0.12339 -1.83898
H -0.87877 0.23346 1.94510
```

Output
total energy	-11418.236	eV
energy relative to the best compared isomer or geometry (same formula, charge and spin)	595.9	kJ/mol
E_HOMO (spin up / spin down)	-8.4568 / -8.4596	eV
LUMO (spin up / spin down)	-0.830 / -0.829	eV
spin multiplicity	1

---

Molecular formula: C3H7N3O
Method: DFT, the ωB97M-V functional and the def2-TZVPD basis

XYZ file:
```
14
C3H7N3O | OMol25 | the ωB97M-V functional and the def2-TZVPD basis
C 2.56906 0.11114 0.16383
N 1.19720 0.29122 0.59063
C 0.16723 0.14095 -0.29599
O 0.31276 0.06992 -1.50468
N -1.08874 0.08600 0.30213
C -2.23868 -0.16075 -0.42640
N -3.33836 -0.36587 0.17441
H 2.58103 0.15878 -0.92552
H 2.96226 -0.86291 0.47961
H 3.20912 0.90238 0.56500
H 1.00024 0.25023 1.57814
H -1.19841 0.06011 1.30659
H -2.05689 -0.15258 -1.50295
H -4.07780 -0.52862 -0.50478
```

Output
total energy	-9742.926	eV
SMILES	[H]/N=C/NC(=O)NC
energy relative to the best compared isomer or geometry (same formula, charge and spin)	10.4	kJ/mol
E_HOMO	-9.6172	eV
LUMO	0.785	eV
spin multiplicity	1

---

Molecular formula: C6H12O
Method: DFT, the ωB97M-V functional and the def2-TZVPD basis

XYZ file:
```
19
C6H12O | OMol25 | the ωB97M-V functional and the def2-TZVPD basis
C 1.68050 -0.74648 0.23440
C 1.22423 0.52108 0.58782
O 1.34097 1.03731 1.81642
C 0.36865 1.32860 -0.31117
C -1.07928 0.89845 0.05886
C -1.37329 -0.59031 0.16337
C -1.09992 -1.16503 -1.19561
H 2.43564 -0.73131 -0.54997
H 0.51600 -1.39459 -0.62783
H 1.96466 -1.39262 1.07079
H 1.81341 0.40310 2.37479
H 0.47623 2.40698 -0.15214
H 0.57257 1.09611 -1.36187
H -1.40357 1.46346 0.94346
H -1.68289 1.05002 -0.85553
H -2.40401 -0.68637 0.53148
H -0.76316 -1.17438 0.86774
H -1.93194 -1.75929 -1.62693
H -0.65479 -0.56471 -1.96810
```

Output
total energy	-8459.279	eV
energy relative to the best compared isomer or geometry (same formula, charge and spin)	489.7	kJ/mol
E_HOMO (spin up / spin down)	-6.7727 / -6.7724	eV
LUMO (spin up / spin down)	0.581 / 0.580	eV
spin multiplicity	1

---

Among the records above, which one has the highest total energy? C6H12O

---

What is the formula in the third record? C6H12O

---

total energy of number 2 (C3H7N3O)? -9742.926 eV